The following is a quantum chemistry calculation of one molecule with the formula C3H9NO2S, from the OMol25 dataset.

Bonds (Å) are listed after each position.
CARTESIAN COORDINATES (ANGSTROEM)
1 C 1.98 -1.40 -0.58  S7 1.751, H8 1.153, H9 1.115
2 C -0.75 1.65 0.77  C3 1.547, O6 1.369, H10 1.094, H11 1.074
3 C 0.44 1.05 -0.03  C2 1.547, S7 1.868, H12 1.049, H13 1.154
4 N -0.91 -1.10 -1.14  S7 1.689, H14 1.001, H15 1.011
5 O 0.07 -1.33 1.20  S7 1.444
6 O -1.64 0.69 1.19  C2 1.369, H16 0.981
7 S 0.40 -0.81 -0.11  C1 1.751, C3 1.868, N4 1.689, O5 1.444
8 H 1.95 -2.46 -0.11  C1 1.153
9 H 1.99 -1.47 -1.69  C1 1.115
10 H -0.37 2.19 1.64  C2 1.094
11 H -1.15 2.39 0.10  C2 1.074
12 H 1.39 1.23 0.38  C3 1.049
13 H 0.47 1.31 -1.15  C3 1.154
14 H -1.60 -1.79 -0.94  N4 1.001
15 H -1.18 -0.12 -1.15  N4 1.011
16 H -1.10 -0.02 1.60  O6 0.981

Summary:
**Relative energy (zero: lowest compared OMol25 entry of this formula, charge and spin)**: 515.3 kJ/mol
**Frontier orbital gap**: 8.8 eV
**Strongest force on any atom**: 3.27 eV/Å
**SMILES**: C=[S@@](N)(=O)CCO

***

The following is a quantum chemistry calculation of a 2-piece molecular cluster, C3H9NO2S overall, from the OMol25 dataset.

Bonds (Å) are listed after each position.
CARTESIAN COORDINATES (ANGSTROEM)
1 C 0.42 -1.18 -0.62  N4 1.409, H8 1.182, H9 1.122, H10 1.035
2 C 1.90 0.67 0.06  N4 1.484, H11 1.045, H12 1.070, H13 1.051
3 C -0.44 0.51 0.82  N4 1.339, S7 1.860, H15 1.144
4 N 0.56 0.05 0.05  C1 1.409, C2 1.484, C3 1.339
5 O -2.45 0.75 -1.03  S7 1.709, H16 0.959
6 O -2.36 -1.35 0.34  S7 1.435
7 S -2.22 0.07 0.52  C3 1.860, O5 1.709, O6 1.435
8 H 0.86 -1.16 -1.72  C1 1.182
9 H 1.09 -1.99 -0.22  C1 1.122
10 H -0.56 -1.51 -0.64  C1 1.035
11 H 1.65 1.66 0.28  C2 1.045
12 H 2.73 0.23 0.57  C2 1.070
13 H 2.29 0.60 -0.91  C2 1.051
14 H -0.76 -0.62 2.35  no bonds
15 H -0.52 1.60 1.17  C3 1.144
16 H -2.20 1.68 -1.02  O5 0.959

Summary:
**Relative energy (zero: lowest compared OMol25 entry of this formula, charge and spin)**: 595.3 kJ/mol
**Frontier orbital gap**: 8.4 eV
**Strongest force on any atom**: 4.48 eV/Å

***

The following is a quantum chemistry calculation of a 2-piece molecular cluster, C3H9NO2S overall, from the OMol25 dataset.

Bonds (Å) are listed after each position.
CARTESIAN COORDINATES (ANGSTROEM)
1 O -0.70 -1.55 1.36  C2 1.222
2 C -0.26 -0.55 0.82  O1 1.222, N3 1.348, H7 1.108
3 N 0.44 -0.50 -0.33  C2 1.348, C4 1.459, H8 1.015
4 C 1.35 0.53 -0.84  N3 1.459, C5 1.551, H9 1.100, H10 1.091
5 C 2.25 1.26 0.18  C4 1.551, S6 1.886, H11 1.084, H12 1.091
6 S 1.54 2.19 1.66  C5 1.886, H13 1.382
7 H -0.70 0.35 1.30  C2 1.108
8 H 0.74 -1.45 -0.52  N3 1.015
9 H 0.68 1.24 -1.33  C4 1.100
10 H 2.00 0.03 -1.56  C4 1.091
11 H 2.85 1.92 -0.43  C5 1.084
12 H 2.80 0.52 0.76  C5 1.091
13 H 0.17 2.24 1.89  S6 1.382
14 H -3.66 -1.89 -0.72  O16 0.960
15 H -5.10 -2.43 -0.90  O16 0.963
16 O -4.40 -1.91 -1.33  H14 0.960, H15 0.963

Summary:
**Relative energy (zero: lowest compared OMol25 entry of this formula, charge and spin)**: 217.7 kJ/mol
**Frontier orbital gap**: 10.0 eV
**Strongest force on any atom**: 3.01 eV/Å
**SMILES**: O=CNCCS.O

***

- What is the relative energy (zero: lowest compared OMol25 entry of this formula, charge and spin) in the first record?
  515.3 kJ/mol

***

- Among the records above, which one has the lowest frontier orbital gap?
  number 2

***

- Among the records above, which one has the lowest frontier orbital gap?
  number 2

***

- What is the relative energy (zero: lowest compared OMol25 entry of this formula, charge and spin) in the second record?
  595.3 kJ/mol